194
Properties=species:S:1:pos:R:3 method="wB97M-V/def2-TZVPD" e_tot_ev=-145348.38686 lumo_energy_ev=1.5034 gap_ev=7.3647 total_charge=-1
C -0.03 -4.18 -0.78
C 0.75 -3.15 0.01
C 0.25 -1.73 -0.26
C 0.91 -0.58 0.54
N 0.37 0.80 0.13
C 0.30 0.82 -1.40
C 0.58 2.27 -1.81
C 1.08 3.00 -0.58
C 1.39 1.89 0.44
C -0.98 0.99 0.73
C -1.02 1.19 2.24
C -2.48 1.22 2.73
H -0.01 -3.95 -1.85
H -1.07 -4.30 -0.49
H 0.43 -5.17 -0.74
H 1.82 -3.30 -0.12
H 0.56 -3.32 1.08
H -0.82 -1.69 -0.04
H 0.40 -1.50 -1.31
H 1.98 -0.60 0.35
H 0.65 -0.70 1.59
H -0.68 0.54 -1.76
H 1.11 0.23 -1.80
H -0.33 2.76 -2.15
H 1.23 2.34 -2.68
H 0.32 3.65 -0.16
H 1.98 3.58 -0.75
H 1.45 2.17 1.49
H 2.32 1.45 0.11
H -1.57 0.14 0.37
H -1.51 1.77 0.16
H -0.50 2.14 2.38
H -0.45 0.39 2.71
H -2.52 0.91 3.76
H -3.11 0.53 2.16
H -2.89 2.21 2.53
O 2.68 -0.62 -5.75
C 3.17 -0.74 -4.67
O 4.21 -0.13 -4.16
B 4.36 -0.42 -2.74
O 3.37 -1.48 -2.48
C 2.61 -1.66 -3.54
O 1.60 -2.32 -3.57
O 4.12 0.79 -1.92
C 5.20 1.03 -1.18
O 5.31 1.94 -0.41
C 6.26 -0.07 -1.49
O 5.74 -0.82 -2.43
O 7.27 -0.27 -0.89
N -3.52 -3.75 3.25
S -4.88 -3.20 2.74
O -5.56 -3.98 1.75
O -5.03 -1.77 2.62
F -5.66 -3.53 4.11
S -2.50 -3.08 2.09
O -1.83 -1.85 2.46
O -2.83 -3.23 0.70
F -1.34 -4.17 2.31
N -2.71 0.50 -5.00
C -1.85 1.48 -5.44
C -0.59 1.06 -5.05
C -0.68 -0.22 -4.52
C -2.02 -0.49 -4.36
H -3.71 0.58 -4.86
H -2.15 2.44 -5.80
H 0.34 1.55 -5.32
H 0.15 -0.88 -4.30
H -2.51 -1.35 -3.93
N -0.43 5.37 -3.55
C -1.70 5.15 -3.98
C -2.54 5.32 -2.91
C -1.74 5.68 -1.79
C -0.43 5.62 -2.22
H 0.41 5.29 -4.13
H -1.88 4.81 -4.99
H -3.61 5.21 -2.86
H -2.07 5.89 -0.79
H 0.54 5.72 -1.75
N 5.62 -3.47 1.01
C 4.38 -2.93 0.83
C 3.71 -3.04 2.03
C 4.57 -3.61 2.96
C 5.75 -3.90 2.31
H 6.31 -3.47 0.29
H 4.06 -2.54 -0.13
H 2.68 -2.78 2.23
H 4.31 -3.92 3.97
H 6.60 -4.49 2.60
N 1.08 6.29 1.63
C -0.15 6.71 1.22
C -1.08 5.78 1.64
C -0.39 4.91 2.51
C 0.96 5.20 2.46
H 1.97 6.65 1.36
H -0.24 7.54 0.54
H -2.14 5.76 1.43
H -0.83 4.10 3.07
H 1.77 4.64 2.89
N 4.55 1.57 2.36
C 3.84 2.41 3.15
C 2.83 1.69 3.74
C 2.88 0.38 3.19
C 3.93 0.36 2.27
H 5.41 1.77 1.88
H 4.16 3.44 3.17
H 2.11 2.16 4.39
H 2.23 -0.46 3.39
H 4.26 -0.50 1.71
N 0.38 -6.48 -4.99
C 0.61 -7.83 -5.09
C 1.46 -8.22 -4.09
C 1.69 -7.08 -3.30
C 1.05 -6.00 -3.88
H -0.26 -5.95 -5.54
H 0.28 -8.39 -5.95
H 1.87 -9.20 -3.93
H 2.33 -6.92 -2.45
H 1.08 -4.96 -3.59
N -4.46 2.15 0.19
C -4.46 0.83 -0.18
C -3.88 0.76 -1.43
C -3.53 2.06 -1.80
C -3.87 2.92 -0.78
H -4.71 2.55 1.09
H -4.96 0.07 0.40
H -3.72 -0.15 -2.00
H -2.98 2.35 -2.69
H -3.63 3.95 -0.60
N -1.72 -1.32 6.94
C -1.27 -0.90 5.72
C 0.02 -0.46 5.90
C 0.35 -0.56 7.27
C -0.73 -1.14 7.87
H -2.60 -1.76 7.13
H -1.87 -0.91 4.83
H 0.63 0.04 5.16
H 1.27 -0.21 7.70
H -0.87 -1.48 8.88
N 1.84 4.45 -6.61
C 2.27 5.68 -7.04
C 2.67 6.41 -5.96
C 2.47 5.60 -4.80
C 2.02 4.39 -5.25
H 1.65 3.64 -7.18
H 2.19 5.93 -8.09
H 3.09 7.40 -5.96
H 2.64 5.96 -3.80
H 1.89 3.48 -4.69
N -2.99 -7.61 -2.45
C -4.28 -7.79 -2.01
C -4.53 -6.87 -1.00
C -3.45 -5.96 -1.05
C -2.44 -6.54 -1.77
H -2.49 -8.20 -3.07
H -4.93 -8.57 -2.38
H -5.45 -6.75 -0.46
H -3.38 -5.07 -0.44
H -1.42 -6.28 -1.98
C -5.28 5.43 4.24
C -4.52 4.28 3.57
O -5.18 3.73 2.43
H -5.65 6.08 3.44
H -4.69 5.99 4.96
H -6.14 5.07 4.81
H -4.33 3.43 4.23
H -3.62 4.76 3.17
H -5.99 3.28 2.70
C 1.23 -8.00 0.13
C 2.71 -8.26 0.20
O 3.07 -9.43 -0.56
H 1.07 -6.98 0.50
H 0.74 -8.65 0.85
H 0.78 -8.14 -0.85
H 3.11 -8.32 1.22
H 3.26 -7.46 -0.31
H 3.87 -9.23 -1.05
C -4.96 0.88 5.30
C -5.01 -0.59 5.70
O -4.75 -0.76 7.10
H -5.67 1.44 5.91
H -5.07 0.99 4.23
H -3.99 1.30 5.58
H -4.25 -1.12 5.12
H -6.02 -0.94 5.48
H -4.62 -1.71 7.19
C 4.99 4.85 -1.66
C 4.27 5.20 -0.34
O 3.16 6.04 -0.62
H 4.33 4.70 -2.51
H 5.64 3.98 -1.55
H 5.65 5.69 -1.90
H 4.99 5.75 0.26
H 4.03 4.29 0.22
H 3.32 6.88 -0.18


80
Properties=species:S:1:pos:R:3 method="wB97M-V/def2-TZVPD" s_squared=0.751 e_tot_ev=-115254.36647 lumo_energy_ev="0.2988 / -0.3332" gap_ev="8.7258 / 8.0938" multiplicity=2
C 2.94 -2.52 -3.05
C 2.33 -1.68 -4.12
H 2.79 -3.59 -3.26
H 2.51 -2.29 -2.06
H 4.03 -2.36 -2.99
C 2.13 -2.12 -5.37
C 2.52 -3.47 -5.87
H 1.67 -1.48 -6.12
H 2.26 -4.26 -5.16
H 3.60 -3.54 -6.07
H 2.01 -3.66 -6.82
Yb 0.67 -0.23 2.16
Cl 2.68 1.25 2.87
Cl 1.82 -1.96 0.43
C -0.08 2.80 1.99
O -0.75 1.76 2.14
N -0.46 3.87 1.27
C -1.81 3.94 0.71
C 0.52 4.81 0.77
H 0.92 2.89 2.44
H -2.52 3.52 1.42
H -1.88 3.39 -0.24
H -2.03 5.00 0.53
H 1.40 4.75 1.41
H 0.10 5.83 0.78
H 0.81 4.59 -0.27
H 0.39 -5.27 2.68
H -0.11 -3.38 0.49
C -0.64 -4.99 2.95
C -1.10 -3.66 0.92
N -1.04 -3.74 2.35
H -0.71 -4.90 4.04
C -1.02 -2.58 3.08
O -1.27 -1.44 2.59
H -1.83 -2.89 0.63
H -1.08 -2.77 4.16
H -1.32 -5.78 2.61
H -1.40 -4.64 0.52
O 0.85 -0.47 -2.70
C 1.87 -0.30 -3.68
C 0.19 0.38 -5.49
C 1.42 0.59 -4.85
H -0.52 -0.35 -5.07
C -0.11 1.11 -6.64
H 2.73 0.18 -3.18
C 2.31 1.56 -5.32
H -1.08 0.98 -7.12
C 0.83 2.00 -7.17
C 2.04 2.23 -6.51
H 3.21 1.75 -4.74
H 0.61 2.54 -8.09
H 2.76 2.94 -6.90
Si -0.36 0.50 -2.07
Cl 1.25 -2.44 3.63
C -2.01 -0.01 -2.76
C 0.03 2.29 -2.35
C -0.33 0.01 -0.30
H -2.15 0.26 -3.81
H -2.79 0.50 -2.17
H -2.15 -1.09 -2.65
H -0.31 -1.09 -0.29
H -1.18 0.39 0.29
H 0.64 0.42 0.03
H 0.21 2.53 -3.41
H 0.93 2.59 -1.78
H -0.81 2.92 -2.01
C -2.76 0.84 9.08
C -2.04 0.63 7.77
C -0.65 0.56 7.72
C -0.02 0.38 6.47
N -0.70 0.28 5.34
C -2.03 0.32 5.37
C -2.74 0.50 6.57
H -2.60 0.01 9.78
H -2.41 1.75 9.60
H -3.84 0.94 8.93
H -0.04 0.65 8.61
H 1.07 0.31 6.39
H -2.55 0.20 4.42
H -3.83 0.53 6.53


19
Properties=species:S:1:pos:R:3 method="wB97M-V/def2-TZVPD" e_tot_ev=-10483.39371 lumo_energy_ev=0.6895 smiles=OCCCCO.O gap_ev=10.5853
C -1.60 0.86 -0.36
O -2.63 0.22 0.38
C -0.30 0.56 0.33
C 1.05 0.89 -0.26
C 2.27 0.14 0.40
O 2.02 -0.26 1.73
H -1.85 0.84 -1.46
H -1.81 1.92 -0.31
H -3.18 -0.35 -0.15
H -0.38 -0.51 0.53
H -0.31 0.98 1.35
H 1.21 1.95 -0.12
H 1.00 0.41 -1.25
H 3.05 0.90 0.27
H 2.44 -0.78 -0.16
H 1.86 0.43 2.38
H 0.16 -1.84 -1.43
H -0.75 -1.76 -2.75
O -0.66 -2.09 -1.86